Model A:
Computed, not measured: a cluster of 2 separate species, C6H7IN2 in total, with wB97M-V/def2-TZVPD.

## Properties
highest occupied orbital energy (spin up / spin down): -8.1 / -8.1 eV
orbital gap (spin up / spin down): 6.27 / 6.27 eV

Each line ends with the Mulliken charge.
Cartesian coordinates (Å):
C 1.719 1.465 0.460  -0.274
C 1.319 1.287 -0.794  -0.714
C 1.185 0.738 1.531  -0.808
C 0.516 0.175 -1.065  0.244
C 0.362 -0.339 1.138  0.355
C 0.031 -0.720 -0.111  0.017
N -0.568 -1.837 -0.418  -0.656
N -2.821 -1.480 0.268  -0.572
I -3.083 0.404 -0.115  0.204
H 2.281 2.329 0.583  0.386
H 1.792 1.709 -1.673  0.344
H 1.415 1.002 2.525  0.441
H 0.201 0.057 -2.162  0.146
H -0.153 -1.044 1.832  0.314
H -0.947 -1.914 -1.385  0.287
H -3.250 -1.831 -0.616  0.286

Model B:
Computed, not measured: the molecule C6H7IN2, with wB97M-V/def2-TZVPD.

## Properties
highest occupied orbital energy (spin up / spin down): -7.8 / -7.8 eV
orbital gap (spin up / spin down): 7.10 / 7.09 eV

Each line ends with the Mulliken charge.
Cartesian coordinates (Å):
C 0.606 -0.153 1.450  0.268
C 2.039 -1.494 4.384  -0.086
C -0.398 0.807 0.973  -0.506
C -0.878 0.348 -0.359  -0.492
C 0.388 -0.353 -0.875  -0.585
C 1.008 -0.886 0.381  -0.360
N 0.967 -0.257 2.734  -0.426
N 1.300 -1.096 3.548  0.056
I 1.804 -2.551 6.095  0.163
H -1.258 0.883 1.582  0.351
H 0.072 1.818 0.820  0.193
H -1.645 -0.502 -0.246  0.277
H -1.165 1.233 -1.007  0.267
H 0.120 -1.095 -1.661  0.315
H 0.985 0.438 -1.491  0.201
H 1.799 -1.629 0.565  0.364

Tell me which of them is the most stable. Sure, it is model B.

Model A:
Computed, not measured: a cluster of 2 separate species, C5H12NO2 in total, with wB97M-V/def2-TZVPD.

## Properties
highest occupied orbital energy: -14.6 eV
total charge: +1
orbital gap: 11.34 eV

Each line ends with the Mulliken charge.
Cartesian coordinates (Å):
O 0.384 -2.714 -0.632  -0.452
C 1.205 -1.845 -0.767  -0.108
C 0.778 -0.385 -0.735  0.064
N -0.636 -0.336 -0.263  -0.117
C -0.654 0.051 1.187  -0.575
C 0.799 0.174 1.604  -0.521
C 1.550 0.420 0.309  -0.850
H 2.271 -2.085 -0.878  0.392
H 0.828 0.054 -1.725  0.444
H -1.150 0.402 -0.776  0.247
H -1.133 -1.215 -0.426  0.391
H -1.256 0.960 1.247  0.296
H -1.239 -0.710 1.691  0.374
H 1.152 -0.705 2.097  0.338
H 0.917 1.028 2.257  0.332
H 2.585 0.111 0.406  0.457
H 1.662 1.454 -0.024  0.333
H -3.326 1.400 -1.778  0.294
H -2.286 2.451 -1.408  0.295
O -2.451 1.491 -1.385  -0.632

Model B:
Computed, not measured: the ion C5H12NO2 with charge +1, with wB97M-V/def2-TZVPD.

## Properties
highest occupied orbital energy: -13.4 eV
structure (SMILES): [NH3+][C@@H](CO)CCC=O
total charge: +1
orbital gap: 9.69 eV

Each line ends with the Mulliken charge.
Cartesian coordinates (Å):
N -1.357 -0.437 -1.254  -0.185
C -0.120 0.284 -0.748  0.084
C -0.046 1.698 -1.305  -0.765
O -0.413 1.783 -2.638  -0.541
C -0.270 0.392 0.797  -0.943
C -0.299 -0.950 1.578  -0.522
C 1.174 -1.449 1.717  0.003
O 1.649 -1.744 2.768  -0.406
H -2.191 -0.110 -0.779  0.359
H -1.509 -0.246 -2.254  0.378
H -1.193 -1.429 -1.114  0.364
H 0.776 -0.262 -1.029  0.241
H 0.975 2.040 -1.079  0.400
H -0.624 2.402 -0.704  0.390
H 0.214 1.555 -3.302  0.341
H -1.073 1.083 1.042  0.494
H 0.701 0.806 1.093  0.436
H -0.744 -0.874 2.564  0.335
H -0.805 -1.757 1.031  0.280
H 1.692 -1.542 0.748  0.256

Model C:
Computed, not measured: the ion C5H12NO2 with charge +1, with wB97M-V/def2-TZVPD.

## Properties
highest occupied orbital energy: -15.0 eV
structure (SMILES): CC(C)[C@H]([NH3+])C(=O)O
total charge: +1
orbital gap: 11.49 eV

Each line ends with the Mulliken charge.
Cartesian coordinates (Å):
C -1.245 0.413 1.421  -1.481
C -0.478 -0.547 0.608  0.545
C 0.943 -0.645 1.151  -1.575
C -0.515 -0.062 -0.907  -0.280
N 0.222 -1.134 -1.770  -0.327
C 0.483 1.194 -1.030  0.596
O 1.271 1.187 -1.954  -0.591
O 0.182 2.251 -0.304  -0.415
H -2.322 0.084 1.550  0.359
H -1.297 1.522 1.340  0.280
H -0.984 0.283 2.463  0.407
H -0.935 -1.655 0.513  0.272
H 1.439 0.305 1.407  0.371
H 1.596 -1.194 0.617  0.429
H 0.938 -0.885 2.186  0.451
H -1.513 0.157 -1.297  0.457
H 0.821 -1.675 -0.995  0.286
H 0.743 -0.687 -2.695  0.407
H -0.338 -1.867 -1.969  0.355
H 0.989 2.954 -0.335  0.453

Model D:
Computed, not measured: a cluster of 2 separate species, C5H12NO2 in total, with wB97M-V/def2-TZVPD.

## Properties
highest occupied orbital energy: -14.8 eV
total charge: +1
orbital gap: 10.98 eV

Each line ends with the Mulliken charge.
Cartesian coordinates (Å):
O 0.014 -1.576 1.679  -0.496
C 0.655 -1.717 0.613  0.004
C 0.678 -0.504 -0.335  0.077
N -0.536 0.375 -0.005  -0.078
C 0.063 1.705 0.054  -0.745
C 1.503 1.686 -0.457  -0.496
C 2.019 0.270 -0.346  -0.717
H 1.014 -2.657 0.071  0.327
H 0.650 -0.700 -1.471  0.351
H -1.289 0.182 -0.720  0.370
H -0.915 0.057 0.977  0.414
H -0.684 2.470 -0.263  0.442
H 0.090 2.179 1.132  0.307
H 1.968 2.649 -0.009  0.327
H 1.788 2.011 -1.528  0.275
H 2.524 -0.070 0.546  0.333
H 2.556 0.036 -1.279  0.321
H -3.694 -1.073 -0.276  0.311
H -3.601 -0.508 -1.711  0.341
O -3.283 -0.404 -0.754  -0.669

Tell me which of them is the most stable. Sure, it is model A.

Model A:
Computed, not measured: the molecule C6H11ClSi, with wB97M-V/def2-TZVPD.

## Properties
highest occupied orbital energy: -9.7 eV
structure (SMILES): C=C[Si@](C)(Cl)C(=C)C
orbital gap: 9.81 eV

Each line ends with the Mulliken charge.
Cartesian coordinates (Å):
C -0.417 2.477 -0.752  -0.564
C -1.286 1.684 -0.165  -0.274
Si -1.023 -0.216 -0.138  0.430
C -1.653 -1.113 -1.838  -1.022
Cl -2.433 -1.680 1.348  -0.443
C 0.818 -0.381 0.497  0.694
C 1.783 -0.964 -0.192  -0.959
C 1.043 0.036 1.881  -1.218
H -0.389 3.514 -0.742  0.303
H 0.397 2.076 -1.419  0.186
H -2.253 1.950 0.191  0.395
H -0.960 -0.612 -2.531  0.318
H -1.674 -2.123 -2.019  0.351
H -2.546 -0.578 -1.841  0.312
H 1.752 -1.205 -1.243  0.268
H 2.664 -1.334 0.256  0.297
H 0.072 -0.029 2.354  0.324
H 1.436 1.128 1.846  0.246
H 1.934 -0.524 2.327  0.357

Model B:
Computed, not measured: a cluster of 2 separate species, C6H11ClSi in total, with wB97M-V/def2-TZVPD.

## Properties
highest occupied orbital energy (spin up / spin down): -9.9 / -9.2 eV
orbital gap (spin up / spin down): 8.88 / 6.47 eV

Each line ends with the Mulliken charge.
Cartesian coordinates (Å):
C 3.886 0.535 0.880  -0.275
C 4.776 0.431 0.090  0.194
C 0.958 -0.944 -1.123  -1.072
C -1.617 -1.370 1.011  -1.165
C -0.960 1.569 -0.075  -1.182
C 0.907 0.374 1.717  -0.786
Si -0.205 -0.175 0.267  0.567
Cl 6.015 0.347 -1.031  -0.157
H 1.708 -0.251 -1.353  0.312
H 1.470 -1.694 -0.557  0.315
H 0.550 -1.306 -1.999  0.388
H -1.915 -2.034 0.269  0.313
H -1.153 -1.877 1.811  0.366
H -2.464 -0.935 1.468  0.376
H -0.157 2.348 -0.149  0.312
H -1.689 1.715 -0.788  0.397
H -1.284 1.832 0.907  0.343
H 1.156 -0.181 2.687  0.336
H 1.237 1.392 1.555  0.418

Tell me which of them is the most stable. Sure, it is model A.

Model A:
Computed, not measured: a cluster of 2 separate species, H6N2 in total, with wB97M-V/def2-TZVPD.

## Properties
highest occupied orbital energy: -9.6 eV
structure (SMILES): N.N
orbital gap: 10.62 eV

Each line ends with the Mulliken charge.
Cartesian coordinates (Å):
N 1.667 -0.111 0.166  -0.700
H 2.466 0.519 -0.089  0.231
H 1.472 -0.706 -0.659  0.229
H 0.873 0.583 0.199  0.243
N -1.584 -0.068 -0.015  -0.599
H -0.861 -0.732 -0.035  0.226
H -1.831 0.755 -0.385  0.178
H -2.203 -0.240 0.818  0.191

Model B:
Computed, not measured: a cluster of 2 separate species, H6N2 in total, with wB97M-V/def2-TZVPD.

## Properties
highest occupied orbital energy: -9.7 eV
structure (SMILES): N.N
orbital gap: 11.06 eV

Each line ends with the Mulliken charge.
Cartesian coordinates (Å):
N 2.530 -2.985 -0.792  -0.569
H 3.393 -2.711 -1.100  0.190
H 2.014 -3.419 -1.417  0.179
H 2.323 -3.449 0.059  0.200
N -2.482 3.273 1.052  -0.624
H -3.335 3.499 0.826  0.195
H -1.911 3.463 0.202  0.223
H -2.532 2.330 1.171  0.205

Tell me which of them is the most stable. Sure, it is model A.